Entry 1:
DFT (ωB97M-V/def2-TZVPD) results for a molecular structure, C34H57CaN3O2SSi at a distorted geometry.

Properties
Relative energy (zero: lowest compared OMol25 entry of this formula, charge and spin): 11.487 eV
HOMO level: -5.4427 eV
Kohn-Sham gap: 4.967 eV

Geometry as XYZ:
```
99
C34H57CaN3O2SSi ωB97M-V/def2-TZVPD
O -2.217 -0.210 2.332
O -3.487 1.663 1.526
C -3.149 -1.331 2.083
C -2.640 -2.574 2.742
H -3.231 -1.437 0.992
H -4.135 -1.023 2.457
H -1.659 -2.880 2.359
H -3.342 -3.378 2.508
H -2.588 -2.497 3.834
C -2.260 0.313 3.746
C -3.601 0.473 4.381
H -1.694 1.253 3.708
H -1.670 -0.438 4.273
H -4.304 1.104 3.823
H -3.447 0.969 5.354
H -4.089 -0.484 4.610
C -2.821 2.999 1.643
C -4.662 1.406 0.656
C -3.375 3.711 2.826
H -2.987 3.489 0.683
H -1.754 2.771 1.762
H -4.456 3.871 2.765
H -2.892 4.685 2.866
H -3.147 3.190 3.764
C -5.854 2.060 1.261
H -4.747 0.314 0.619
H -4.390 1.782 -0.333
H -6.007 1.779 2.310
H -6.722 1.726 0.696
H -5.801 3.147 1.178
H -2.765 0.807 1.627
N 1.765 -1.986 -0.916
C 2.425 -1.784 -2.077
C 2.600 -0.549 -2.709
C 2.442 0.784 -2.284
C 2.887 -3.007 -2.762
H 2.029 -3.594 -3.120
H 3.511 -3.647 -2.123
H 3.488 -2.725 -3.621
C 2.679 1.889 -3.257
H 3.542 2.494 -2.937
H 1.794 2.549 -3.291
H 2.874 1.522 -4.267
N 2.111 1.178 -1.064
C 1.696 -3.217 -0.196
C 0.552 -3.979 -0.452
C -0.562 -3.566 -1.349
C 0.481 -5.226 0.140
H -0.394 -5.846 -0.038
C 1.517 -5.709 0.935
H 1.439 -6.701 1.392
C 2.652 -4.947 1.130
H 3.473 -5.338 1.729
C 2.741 -3.715 0.558
C 4.022 -3.102 0.728
C 2.719 2.234 -0.351
C 2.048 3.454 -0.195
C 0.700 3.708 -0.774
C 2.696 4.486 0.474
H 2.195 5.445 0.593
C 3.978 4.315 0.994
H 4.470 5.132 1.522
C 4.639 3.122 0.832
H 5.649 2.976 1.213
C 4.029 2.086 0.160
C 4.941 1.030 -0.157
Ca 0.804 -0.139 0.402
H -1.502 -3.439 -0.773
H -0.773 -4.368 -2.084
H -0.387 -2.650 -1.923
H 4.335 -2.527 -0.233
H 4.925 -3.680 0.925
H 3.978 -2.422 1.705
H 0.119 4.391 -0.127
H 0.095 2.801 -0.892
H 0.761 4.199 -1.766
H 4.230 0.055 0.061
H 5.706 0.771 0.584
H 5.126 0.644 -1.162
H 2.877 -0.675 -3.747
C -1.026 -0.010 -0.854
Si -1.408 0.201 -2.506
H -0.757 -1.074 -0.363
H -0.692 0.865 -0.109
C -3.011 -0.734 -2.717
C -0.334 -0.482 -3.885
C -1.635 2.011 -2.916
H -2.117 2.561 -2.090
H -2.272 2.124 -3.811
H -0.672 2.503 -3.136
H -2.928 -1.744 -2.285
H -3.251 -0.835 -3.785
H -3.846 -0.214 -2.224
H 0.097 -1.473 -3.660
H 0.494 0.201 -4.139
H -0.943 -0.600 -4.802
S 3.171 -0.789 0.782
C 4.877 -1.152 0.969
N 6.025 -1.345 1.048
```

Löwdin population analysis, charges in e, atoms 1 to 2: -0.20 -0.16


Entry 2:
DFT (ωB97M-V/def2-TZVPD) results for a molecular structure, C34H57EuN3O2Si at a distorted geometry.

Properties
2S+1: 8
Relative energy (zero: lowest compared OMol25 entry of this formula, charge and spin): 0.023 eV
HOMO level (spin up / spin down): -7.1430 / -7.4500 eV
Kohn-Sham gap (spin up / spin down): 7.658 / 7.961 eV

Geometry as XYZ:
```
98
C34H57EuN3O2Si ωB97M-V/def2-TZVPD
O -1.550 2.866 -0.898
O 0.946 3.050 -1.506
C -2.899 2.888 -1.372
C -3.943 2.247 -0.485
H -2.862 2.378 -2.340
H -3.125 3.945 -1.564
H -3.701 1.204 -0.247
H -4.887 2.215 -1.030
H -4.088 2.823 0.433
C -1.364 2.783 0.549
C -1.405 4.159 1.134
H -0.389 2.302 0.711
H -2.115 2.112 0.998
H -0.612 4.781 0.704
H -1.270 4.107 2.218
H -2.376 4.620 0.925
C 2.293 3.096 -0.995
C 0.623 4.117 -2.432
C 2.291 3.000 0.507
H 2.796 4.023 -1.319
H 2.846 2.248 -1.424
H 1.754 3.833 0.973
H 3.322 3.023 0.868
H 1.850 2.062 0.858
C 0.620 5.458 -1.761
H -0.369 3.872 -2.816
H 1.325 4.094 -3.283
H -0.131 5.475 -0.970
H 0.354 6.224 -2.491
H 1.603 5.701 -1.353
H -0.224 1.732 -1.223
N -1.149 -2.432 1.833
C -0.881 -3.539 2.536
C 0.344 -4.228 2.488
C 1.535 -3.787 1.882
C -1.934 -4.092 3.479
H -2.950 -3.995 3.070
H -1.894 -3.577 4.452
H -1.724 -5.155 3.650
C 2.825 -4.519 2.161
H 3.594 -3.829 2.539
H 3.220 -5.020 1.262
H 2.627 -5.280 2.926
N 1.540 -2.746 1.060
C -2.113 -1.484 2.265
C -3.319 -1.338 1.542
C -3.596 -2.136 0.305
C -4.281 -0.438 2.002
H -5.218 -0.350 1.445
C -4.056 0.319 3.147
H -4.821 1.018 3.497
C -2.861 0.182 3.853
H -2.672 0.769 4.753
C -1.876 -0.704 3.422
C -0.607 -0.863 4.200
C 2.627 -2.171 0.359
C 2.878 -2.593 -0.974
C 2.185 -3.819 -1.519
C 3.737 -1.818 -1.761
H 3.912 -2.129 -2.797
C 4.334 -0.672 -1.243
H 5.024 -0.084 -1.857
C 4.094 -0.269 0.076
H 4.568 0.622 0.485
C 3.235 -1.008 0.891
C 2.903 -0.551 2.278
Eu -0.155 -1.914 -0.440
H -3.397 -1.553 -0.613
H -4.665 -2.396 0.273
H -3.033 -3.075 0.236
H 0.276 -0.920 3.549
H -0.615 -1.764 4.833
H -0.482 -0.003 4.871
H 2.683 -4.124 -2.449
H 1.110 -3.695 -1.788
H 2.230 -4.658 -0.808
H 2.727 -1.394 2.960
H 2.001 0.083 2.301
H 3.730 0.046 2.687
H 0.410 -5.141 3.080
C -0.078 0.542 -1.323
Si 0.371 0.296 -3.146
H 0.725 0.313 -0.594
H -1.082 0.163 -1.029
C -0.874 1.205 -4.206
C 0.347 -1.502 -3.685
C 2.079 0.925 -3.600
H 2.313 0.622 -4.631
H 2.864 0.513 -2.956
H 2.151 2.018 -3.558
H -1.774 0.590 -4.331
H -0.455 1.390 -5.203
H -1.184 2.170 -3.793
H -0.629 -1.980 -3.532
H 1.127 -2.114 -3.209
H 0.553 -1.535 -4.765
N -2.272 -4.299 -2.356
C -1.543 -3.527 -1.850
```

Löwdin population analysis, charges in e, atoms 1 to 2: -0.26 -0.26


Entry 3:
DFT (ωB97M-V/def2-TZVPD) results for a molecular structure, C34H57F3GdN2O2Si at a distorted geometry.

Properties
Total charge: +1
2S+1: 8
HOMO level (spin up / spin down): -10.8095 / -10.8425 eV
Kohn-Sham gap (spin up / spin down): 6.160 / 8.319 eV

Geometry as XYZ:
```
100
C34H57F3GdN2O2Si ωB97M-V/def2-TZVPD
O 1.037 -2.488 -0.832
O -1.874 -2.003 -5.687
C 2.331 -2.477 -1.541
C 3.105 -3.755 -1.256
H 2.889 -1.608 -1.165
H 2.125 -2.306 -2.617
H 3.642 -3.655 -0.300
H 3.858 -3.975 -2.028
H 2.397 -4.584 -1.201
C -0.191 -2.942 -1.546
C 0.127 -3.587 -2.872
H -0.821 -2.051 -1.769
H -0.730 -3.591 -0.852
H 0.212 -2.796 -3.621
H -0.691 -4.250 -3.168
H 1.016 -4.202 -2.813
C -3.226 -1.861 -5.276
C -1.484 -1.207 -6.826
C -3.886 -3.103 -4.695
H -3.792 -1.623 -6.190
H -3.408 -1.046 -4.541
H -4.055 -3.854 -5.483
H -4.865 -2.794 -4.340
H -3.356 -3.566 -3.860
C -1.110 -2.004 -8.058
H -0.603 -0.565 -6.596
H -2.320 -0.554 -7.111
H -0.513 -2.893 -7.823
H -0.522 -1.342 -8.709
H -2.023 -2.277 -8.609
H 1.772 0.775 -3.438
N 1.721 0.862 1.006
C 1.649 2.148 1.349
C 0.470 2.868 1.176
C -0.790 2.328 0.910
C 2.836 2.806 1.976
H 3.741 2.731 1.355
H 3.043 2.380 2.973
H 2.565 3.863 2.080
C -1.948 3.285 0.983
H -2.390 3.277 1.994
H -2.741 3.044 0.265
H -1.601 4.305 0.794
N -1.045 1.016 0.740
C 2.898 0.089 1.284
C 3.935 0.030 0.324
C 3.910 0.932 -0.869
C 4.945 -0.906 0.533
H 5.704 -1.059 -0.244
C 4.998 -1.636 1.734
H 5.803 -2.367 1.891
C 4.065 -1.413 2.754
H 4.131 -1.919 3.728
C 2.996 -0.544 2.547
C 1.982 -0.278 3.624
C -2.359 0.526 1.072
C -3.309 0.323 0.039
C -2.946 0.624 -1.388
C -4.584 -0.116 0.401
H -5.330 -0.315 -0.375
C -4.931 -0.268 1.748
H -5.931 -0.604 2.032
C -4.026 0.045 2.763
H -4.302 -0.014 3.827
C -2.734 0.456 2.438
C -1.796 0.900 3.533
Gd 0.405 -0.896 0.554
H 3.310 0.516 -1.684
H 4.928 1.067 -1.251
H 3.523 1.925 -0.628
H 1.677 0.772 3.704
H 2.427 -0.553 4.588
H 1.082 -0.902 3.520
H -3.853 0.794 -2.016
H -2.363 -0.205 -1.860
H -2.331 1.552 -1.467
H -0.803 0.410 3.493
H -2.240 0.659 4.517
H -1.643 1.999 3.518
H 0.531 3.931 1.398
C 0.813 0.749 -3.970
Si 0.354 2.572 -4.169
H 0.918 0.199 -4.974
H -0.004 0.299 -3.344
C 1.532 3.114 -5.554
C 0.677 3.433 -2.506
C -1.526 2.629 -4.456
H -1.907 1.632 -4.696
H -1.873 3.322 -5.233
H -2.020 2.948 -3.534
H 2.553 2.825 -5.253
H 1.529 4.198 -5.723
H 1.348 2.614 -6.515
H 1.458 2.864 -1.996
H -0.226 3.413 -1.886
H 0.984 4.479 -2.636
F -0.467 -2.514 3.400
C -0.385 -2.754 2.027
F -1.632 -3.290 1.738
F 0.464 -3.869 1.944
```

Löwdin population analysis, charges in e, atoms 1 to 2: -0.40 -0.17


Entry 4:
DFT (ωB97M-V/def2-TZVPD) results for a molecular structure, C34H57N3O5PS2SiTi at a distorted geometry.

Properties
Total charge: +1
HOMO level (spin up / spin down): -9.6080 / -10.1602 eV
Kohn-Sham gap (spin up / spin down): 5.887 / 6.381 eV

Geometry as XYZ:
```
104
C34H57N3O5PS2SiTi ωB97M-V/def2-TZVPD
Ti 0.439 0.320 0.422
C 6.112 0.005 1.152
S 4.985 0.891 2.247
C 3.484 1.054 1.377
S 3.143 0.341 -0.147
N 2.673 1.838 2.059
N 1.436 1.885 1.492
C 0.754 2.922 1.753
C -0.634 2.988 1.266
C -1.452 4.048 1.586
C -2.789 4.006 1.213
C -3.254 2.888 0.554
C -2.362 1.883 0.252
N -1.066 1.933 0.562
H 6.981 0.634 0.977
H 5.620 -0.215 0.211
H 6.418 -0.922 1.634
H 1.187 3.718 2.345
H -1.035 4.889 2.133
H -3.458 4.832 1.446
H -4.294 2.789 0.264
H -2.689 1.002 -0.273
C 2.548 -2.623 2.555
C 1.569 -2.120 1.563
O 1.403 -0.890 1.517
C 0.833 -2.996 0.682
C 1.029 -4.387 0.731
C 0.197 -5.243 0.057
C -0.888 -4.713 -0.658
C -1.089 -3.354 -0.738
C -0.202 -2.482 -0.113
O -0.354 -1.159 -0.256
H 2.871 -1.802 3.188
H 3.416 -3.023 2.023
H 2.122 -3.423 3.165
H 1.852 -4.784 1.313
H 0.364 -6.314 0.091
H -1.578 -5.382 -1.165
H -1.920 -2.937 -1.301
C -2.220 -0.241 -2.620
C -1.365 0.917 -3.175
C -1.486 0.867 -4.717
C -2.033 2.241 -2.754
Si 0.482 0.799 -2.558
C 1.348 -0.653 -3.490
C 1.751 -0.215 -4.911
C 0.449 -1.897 -3.611
C 2.619 -1.126 -2.783
C 1.381 2.469 -2.920
C 0.957 3.508 -1.875
C 2.911 2.353 -2.833
C 1.078 3.023 -4.330
H -3.284 -0.034 -2.820
H -2.099 -0.401 -1.554
H -1.979 -1.190 -3.105
H -2.545 1.018 -4.981
H -1.186 -0.086 -5.146
H -0.916 1.653 -5.216
H -3.108 2.189 -2.994
H -1.634 3.096 -3.288
H -1.942 2.466 -1.698
H 0.916 0.169 -5.497
H 2.146 -1.094 -5.443
H 2.537 0.540 -4.912
H -0.406 -1.756 -4.266
H 0.084 -2.243 -2.644
H 1.050 -2.713 -4.043
H 3.367 -0.332 -2.692
H 3.073 -1.940 -3.376
H 2.414 -1.525 -1.789
H 1.294 3.210 -0.883
H -0.127 3.676 -1.842
H 1.435 4.473 -2.107
H 3.250 2.055 -1.844
H 3.346 3.342 -3.049
H 3.332 1.652 -3.562
H 0.029 3.254 -4.501
H 1.409 2.345 -5.122
H 1.634 3.965 -4.456
C -4.608 -1.034 3.399
C -3.810 0.139 2.887
O -2.479 0.134 3.479
P -1.192 -0.358 2.663
O -0.105 -0.154 3.832
C 0.016 1.063 4.614
C -0.524 0.864 6.009
O -1.277 -1.944 2.602
C -1.445 -2.797 3.772
C -2.017 -4.109 3.307
H -5.635 -0.973 3.027
H -4.636 -1.033 4.492
H -4.175 -1.980 3.058
H -4.274 1.078 3.168
H -3.750 0.107 1.797
H -0.503 1.882 4.110
H 1.076 1.299 4.632
H -1.592 0.645 5.985
H -0.360 1.769 6.602
H -0.006 0.034 6.497
H -2.087 -2.305 4.494
H -0.467 -2.930 4.227
H -2.979 -3.960 2.809
H -2.168 -4.770 4.164
H -1.338 -4.598 2.601
```

Löwdin population analysis, charges in e, atoms 1 to 2: 0.81 -0.39


Entry 5:
DFT (ωB97M-V/def2-TZVPD) results for a molecular structure, C34H57N4OP2Sr at a distorted geometry.

Properties
Total charge: +1
Relative energy (zero: lowest compared OMol25 entry of this formula, charge and spin): 0.762 eV
HOMO level: -8.2532 eV
Kohn-Sham gap: 5.794 eV

Geometry as XYZ:
```
99
C34H57N4OP2Sr ωB97M-V/def2-TZVPD
C -1.848 -1.520 -0.853
C -0.894 0.208 -2.117
C -2.774 -1.783 -1.853
C -2.032 0.189 -2.976
C -2.940 -0.848 -2.872
H -3.397 -2.674 -1.748
H -2.113 0.972 -3.742
H -3.757 -0.952 -3.584
N -0.906 -0.561 -0.956
P -1.443 -1.715 2.026
P 1.890 0.922 -1.811
C -1.912 -2.430 0.389
H -2.935 -2.843 0.507
H -1.259 -3.303 0.197
C 2.302 0.632 3.556
O 2.737 0.663 4.617
C 0.232 1.040 -2.433
H 0.015 1.869 -3.116
C 2.484 2.767 -1.161
C 2.670 0.286 -3.455
C -3.093 -0.883 2.628
C -1.025 -3.306 2.996
C 2.467 2.910 0.384
H 3.082 2.157 0.905
H 2.909 3.893 0.636
H 1.446 2.950 0.818
C 3.914 3.051 -1.639
H 4.633 2.351 -1.191
H 4.029 3.024 -2.730
H 4.211 4.063 -1.313
C 1.493 3.797 -1.703
H 1.821 4.810 -1.409
H 1.379 3.787 -2.793
H 0.499 3.648 -1.261
C 4.153 -0.029 -3.227
H 4.273 -0.858 -2.517
H 4.591 -0.343 -4.184
H 4.730 0.826 -2.859
C 1.969 -0.999 -3.929
H 1.855 -1.724 -3.116
H 0.982 -0.800 -4.365
H 2.592 -1.467 -4.705
C 2.464 1.398 -4.494
H 1.402 1.507 -4.769
H 2.820 2.372 -4.143
H 3.015 1.156 -5.418
C -0.791 -2.919 4.466
H -0.471 -3.816 5.016
H -0.002 -2.161 4.566
H -1.695 -2.539 4.959
C 0.279 -3.888 2.416
H 0.159 -4.234 1.381
H 1.107 -3.167 2.444
H 0.569 -4.761 3.019
C -2.119 -4.376 2.904
H -2.371 -4.638 1.869
H -1.744 -5.285 3.396
H -3.037 -4.093 3.424
C -3.886 -0.312 1.440
H -4.335 -1.104 0.823
H -4.713 0.301 1.832
H -3.277 0.332 0.793
C -2.681 0.265 3.575
H -2.109 1.049 3.056
H -3.594 0.731 3.981
H -2.081 -0.099 4.422
C -4.014 -1.838 3.393
H -4.361 -2.676 2.777
H -3.560 -2.222 4.314
H -4.912 -1.276 3.696
Sr 0.621 0.404 0.940
N -1.018 2.853 1.774
C -1.830 3.589 1.342
C -2.727 4.274 0.315
C -2.013 4.162 -1.021
C -4.065 3.566 0.255
C -2.939 5.741 0.645
H -1.098 4.777 -0.987
H -1.762 3.106 -1.204
H -2.631 4.516 -1.860
H -4.490 3.500 1.267
H -4.756 4.138 -0.376
H -3.951 2.558 -0.158
H -3.639 6.197 -0.076
H -3.356 5.852 1.649
H -1.986 6.271 0.573
N 5.135 -4.622 -0.558
C 4.214 -3.656 -0.311
C 2.926 -3.705 -0.899
C 2.017 -2.694 -0.600
N 2.289 -1.666 0.258
C 3.541 -1.619 0.792
C 4.515 -2.574 0.542
H 4.937 -5.403 -1.161
H 6.051 -4.581 -0.137
H 2.653 -4.523 -1.570
H 1.014 -2.689 -1.051
H 3.750 -0.756 1.438
H 5.504 -2.500 1.003
```

Löwdin population analysis, charges in e, atoms 1 to 2: -0.38 -0.38